DFT (wB97M-V/def2-TZVPD) results for a molecular structure, C29H70N2O8V in a non-equilibrium geometry.

Geometry as ORCA input:
```
! RIJCOSX wB97M-V def2-TZVPD def2/J DEFGRID3
* xyz 1 3
V 1.397 -3.713 -1.115
C 4.894 -1.604 -1.474
C 4.136 -2.169 -2.715
O 3.009 -2.953 -2.350
H 5.524 -0.747 -1.711
H 5.472 -2.261 -0.824
H 4.301 -1.075 -0.729
H 4.807 -2.790 -3.309
H 3.898 -1.264 -3.275
C 1.653 -0.365 1.307
C 0.425 -0.842 0.559
O 0.738 -1.918 -0.260
H 2.168 -1.170 1.831
H 1.431 0.319 2.126
H 2.264 0.116 0.543
H -0.086 -0.002 0.089
H -0.180 -1.237 1.375
C -4.129 -4.323 -2.498
C -5.092 -3.213 -3.025
C -6.285 -3.099 -2.028
C -5.842 -2.427 -0.728
C -5.249 -1.073 -1.023
C -3.968 -1.068 -2.027
N -4.394 -1.902 -3.126
O -3.478 -1.883 -4.152
C -3.844 0.374 -2.460
C -2.705 -1.595 -1.236
C -5.681 -3.609 -4.458
H -4.350 -5.319 -2.882
H -4.234 -4.582 -1.445
H -3.119 -3.954 -2.677
H -7.115 -2.523 -2.439
H -6.623 -4.101 -1.764
H -5.073 -2.994 -0.204
H -6.629 -2.423 0.027
H -4.999 -0.646 -0.052
H -6.092 -0.412 -1.222
H -3.491 0.418 -3.490
H -4.808 0.876 -2.379
H -3.108 0.935 -1.884
H -2.670 -2.673 -1.085
H -1.845 -1.245 -1.807
H -2.552 -1.117 -0.268
H -4.960 -3.815 -5.249
H -6.288 -2.725 -4.653
H -6.335 -4.471 -4.330
H -2.730 -2.242 -3.669
C 2.150 3.618 1.878
C 1.134 4.664 2.482
C 1.957 5.439 3.605
C 2.871 6.550 2.952
C 2.007 7.479 2.028
C 1.184 6.770 0.884
N 0.524 5.549 1.472
O -0.202 4.903 0.448
C 0.087 7.813 0.488
C 2.099 6.644 -0.282
C 0.003 4.022 3.200
H 1.814 2.855 1.176
H 2.761 3.073 2.597
H 2.877 4.242 1.359
H 1.362 6.100 4.234
H 2.523 4.744 4.226
H 3.737 6.149 2.425
H 3.421 7.078 3.732
H 2.738 8.178 1.623
H 1.322 8.003 2.695
H -0.624 7.371 -0.210
H -0.465 8.068 1.393
H 0.481 8.664 -0.069
H 3.048 7.179 -0.234
H 2.341 5.591 -0.429
H 1.606 6.879 -1.226
H -0.809 4.629 3.601
H 0.265 3.530 4.137
H -0.491 3.290 2.562
H -1.070 5.313 0.460
C 4.000 -2.449 4.097
C 2.444 -2.707 4.244
O 2.157 -3.546 3.228
H 4.141 -1.733 3.288
H 4.586 -3.350 3.916
H 4.230 -2.116 5.109
H 1.834 -1.836 4.004
H 2.091 -3.102 5.196
H 2.564 -4.371 3.501
C -2.073 -4.499 1.011
C -0.727 -5.107 0.723
O -0.337 -4.864 -0.574
H -1.975 -3.435 1.228
H -2.464 -4.937 1.929
H -2.879 -4.555 0.279
H -0.878 -6.178 0.860
H 0.041 -4.911 1.472
H -0.810 -5.573 -1.017
C 1.052 2.209 -2.034
C 1.746 0.946 -2.494
O 2.793 1.205 -3.392
H 1.731 2.935 -1.587
H 0.242 1.899 -1.373
H 0.632 2.635 -2.945
H 1.040 0.300 -3.016
H 2.245 0.582 -1.596
H 2.551 0.891 -4.266
C 3.738 -4.988 0.787
O 2.518 -4.125 0.628
H 3.637 -6.068 0.677
H 4.467 -4.686 0.034
H 4.378 -4.797 1.649
H 2.470 -3.544 1.391
*
```

expectation value of S²: 2.39
HOMO level (alpha / beta): -9.80 / -9.80 eV

DFT (wB97M-V/def2-TZVPD) results for 3 unconnected molecules or ions with the total composition CH4BrNO2S in a non-equilibrium geometry.

Geometry as ORCA input:
```
! RIJCOSX wB97M-V def2-TZVPD def2/J DEFGRID3
* xyz 0 1
C -0.714 -2.862 0.277
N 0.522 2.217 -0.533
O -0.102 -1.864 0.211
O -0.163 0.412 -2.182
S 0.545 0.746 -1.002
Br 0.943 2.457 2.494
H -0.832 -3.720 -0.391
H -1.424 -3.214 1.204
H 0.083 2.897 -1.197
H 1.142 2.930 1.119
*
```

HOMO level: -10.12 eV

DFT (wB97M-V/def2-TZVPD) results for a single C3H2S2 molecule in a non-equilibrium geometry.

Geometry as ORCA input:
```
! RIJCOSX wB97M-V def2-TZVPD def2/J DEFGRID3
* xyz 0 1
C -2.063 -0.004 -0.112
C -0.821 0.040 0.028
C 0.635 0.223 0.060
S 1.245 1.719 -0.061
S 1.427 -1.233 -0.067
H -3.129 0.002 0.047
H 2.706 -0.746 0.106
*
```

HOMO level: -8.97 eV
SMILES string: C#CC(=S)S

DFT (wB97M-V/def2-TZVPD) results for a single C3H4N4S molecule in a non-equilibrium geometry.

Geometry as ORCA input:
```
! RIJCOSX wB97M-V def2-TZVPD def2/J DEFGRID3
* xyz 0 1
H 1.545 -0.882 -1.896
N 0.707 -0.297 -1.708
C 0.457 -0.318 -0.447
C 1.126 -0.938 0.722
S 2.323 -2.049 0.593
N 0.493 -0.429 1.908
C -0.454 0.338 1.480
N -0.556 0.399 0.141
N -1.490 1.126 -0.555
H -1.138 0.933 2.084
H -1.974 0.404 -1.086
H -1.038 1.714 -1.235
*
```

HOMO level: -9.22 eV
SMILES string: [H]/N=C1\C(=S)N=CN1N

Number 1: electronic energy -76241.23971 eV. Number 2: electronic energy -87562.27367 eV. Number 3: electronic energy -24810.93650 eV. Number 4: electronic energy -19969.88212 eV.